(1)
{
  "formula": "C18H51FeO9",
  "method": "ωB97M-V/def2-TZVPD",
  "gap_ev": [9.33, 4.99],
  "total_charge": 1,
  "multiplicity": 7,
  "species": ["Fe", "C", "C", "O", "H", "H", "H", "H", "H", "C", "C", "O", "H", "H", "H", "H", "H", "C", "C", "O", "H", "H", "H", "H", "H", "C", "C", "O", "H", "H", "H", "H", "H", "H", "C", "C", "O", "H", "H", "H", "H", "H", "H", "C", "C", "O", "H", "H", "H", "H", "H", "H", "C", "C", "O", "H", "H", "H", "H", "H", "H", "C", "C", "O", "H", "H", "H", "H", "H", "H", "C", "C", "O", "H", "H", "H", "H", "H", "H"],
  "positions_angstrom": [[22.685980, -19.674490, -11.219230], [24.990450, -17.382670, -14.210470], [23.895280, -17.125300, -13.202610], [23.565050, -18.225850, -12.370910], [24.446040, -17.844120, -15.034350], [25.812520, -18.012810, -13.871020], [25.493010, -16.466240, -14.519830], [23.018950, -16.644180, -13.636960], [24.354230, -16.299260, -12.659350], [20.388130, -22.335380, -9.148070], [21.787670, -21.767390, -8.790590], [22.291860, -21.090230, -9.853580], [19.774990, -21.519810, -9.531490], [19.880960, -22.753040, -8.278340], [20.302620, -23.070320, -9.948480], [22.377720, -22.643600, -8.521900], [21.647560, -21.043100, -7.988170], [18.280260, -18.630260, -11.154960], [19.674820, -18.283790, -11.667460], [20.774840, -19.157200, -11.820940], [17.862100, -17.712190, -10.742180], [18.314610, -19.361890, -10.347720], [17.664290, -19.022550, -11.964150], [20.082520, -17.529820, -10.994100], [19.459900, -17.749570, -12.592950], [15.920470, -19.275750, -7.962570], [15.234720, -18.545480, -9.157570], [13.870810, -18.468670, -8.846710], [15.735390, -18.925530, -6.947100], [16.968850, -19.315940, -8.258180], [15.674500, -20.333360, -8.057750], [15.333320, -19.049230, -10.119140], [15.795770, -17.629230, -9.341440], [13.447710, -17.895540, -9.490220], [18.265360, -18.215620, -15.448420], [19.489190, -18.514020, -16.319550], [20.479270, -19.154370, -15.391600], [18.441100, -17.387330, -14.762010], [17.982860, -19.097140, -14.872890], [17.426420, -17.921770, -16.079240], [19.811080, -17.606160, -16.829720], [19.286630, -19.198320, -17.143450], [20.684170, -18.506510, -14.713440], [21.368050, -17.410980, -8.114860], [22.430570, -17.064720, -9.233340], [22.991800, -18.266670, -9.490380], [21.891900, -17.490440, -7.162310], [20.971960, -18.420820, -8.221740], [20.638830, -16.620430, -7.937740], [23.113300, -16.295100, -8.873230], [21.960700, -16.640660, -10.120750], [23.630510, -18.390460, -8.784460], [15.083500, -16.285730, -12.215710], [16.005240, -16.729380, -13.326210], [16.448070, -15.536400, -13.937130], [14.579050, -17.035240, -11.605900], [14.405910, -15.509860, -12.572060], [15.594950, -15.665060, -11.479990], [15.461530, -17.401140, -13.990460], [16.820180, -17.395100, -13.041950], [15.679590, -15.104900, -14.317720], [15.771650, -22.495650, -11.924810], [17.192500, -22.135210, -12.204470], [17.552280, -22.744990, -13.427100], [15.559780, -23.542770, -12.141050], [15.129540, -22.008820, -12.658830], [15.406330, -22.241400, -10.929830], [17.896270, -22.475110, -11.444690], [17.420660, -21.069370, -12.209620], [18.360720, -22.376050, -13.790280], [24.217770, -20.897310, -14.817350], [23.767930, -21.723930, -13.603820], [22.824350, -21.038200, -12.793970], [24.696650, -19.982660, -14.467800], [23.390910, -20.633120, -15.476600], [24.934720, -21.398340, -15.467780], [24.630770, -21.846990, -12.949250], [23.249800, -22.640780, -13.884920], [22.017630, -21.244260, -13.271810]],
  "atomic_forces_ev_per_a": [[-3.4, -0.2, 1.1], [-0.4, -0.6, -0.8], [0.9, -0.5, 0.8], [0.2, 1.1, -0.4], [0.8, -0.1, -0.5], [-0.4, -0.2, 0.3], [-0.5, 0.2, -0.2], [-0.4, -0.4, 0.0], [-0.4, 0.1, 1.4], [-0.5, 0.7, 0.1], [-2.2, -1.2, -0.5], [1.9, 2.2, -2.8], [-0.1, 0.3, 0.2], [0.1, 0.0, 0.1], [0.8, -0.2, 0.1], [0.7, 0.4, 0.4], [0.3, -0.2, 0.6], [0.6, -1.2, 0.1], [1.2, 1.6, 0.8], [1.0, -1.4, 0.1], [-0.1, 0.0, -0.2], [0.0, -0.1, 0.0], [-0.1, 0.0, 0.2], [-0.3, 0.5, 0.2], [0.5, -0.1, -0.6], [0.2, -0.9, -2.3], [0.7, -0.7, 1.2], [-0.3, 0.8, 0.0], [0.0, 0.3, -0.4], [0.4, 0.4, 0.6], [-0.5, -0.1, 0.5], [0.4, -0.8, 0.1], [-0.6, 0.8, 0.4], [-0.3, 0.0, 0.0], [-0.1, -0.1, -0.8], [-0.1, -0.5, 1.7], [-0.4, 0.6, -1.8], [0.2, 0.0, 0.0], [0.0, -0.1, -0.1], [-0.1, 0.0, 0.0], [0.6, 0.1, 0.4], [0.0, -0.4, 0.5], [-0.1, 0.1, 0.1], [0.9, 1.0, 0.2], [-3.6, 2.1, 1.7], [2.6, -2.3, -1.5], [0.3, 0.1, 0.1], [-0.5, 0.3, -0.7], [-0.3, -0.3, -0.3], [0.3, -0.2, 0.0], [0.0, -0.3, -0.1], [0.2, -0.8, 0.0], [0.2, 0.6, 1.3], [-1.1, -0.3, 0.2], [0.9, -0.4, -0.6], [-0.2, -0.3, -0.5], [-0.6, -0.6, -0.4], [0.7, -0.2, 0.1], [-0.3, 0.3, -0.6], [0.4, 0.8, 0.4], [0.0, 0.1, -0.1], [-1.0, 0.1, -0.5], [1.3, -0.1, 0.4], [-0.1, -0.2, -0.7], [0.4, -0.2, 0.4], [-0.1, 0.4, 0.1], [0.2, 0.0, 0.0], [-0.2, -0.5, 0.5], [-0.6, 0.3, -0.3], [0.0, 0.1, 0.2], [-0.3, 0.1, 0.1], [1.5, 0.2, -0.7], [-0.8, 0.3, -0.2], [-0.1, -0.1, 0.0], [-0.2, 0.1, 0.2], [0.1, -0.4, 0.3], [0.0, -0.7, -0.2], [0.7, -0.3, 0.0], [-0.9, 0.7, 0.5]]
}

(2)
{
  "formula": "C22H58BN3NbO5",
  "method": "ωB97M-V/def2-TZVPD",
  "gap_ev": 3.64,
  "total_charge": -1,
  "species": ["C", "C", "C", "C", "C", "Nb", "O", "C", "N", "C", "C", "N", "B", "O", "N", "C", "C", "H", "H", "H", "H", "H", "H", "H", "H", "H", "H", "H", "H", "H", "H", "H", "H", "H", "H", "H", "H", "H", "H", "H", "H", "H", "H", "H", "H", "C", "C", "O", "C", "C", "H", "H", "H", "H", "H", "H", "H", "H", "H", "H", "C", "C", "O", "C", "C", "H", "H", "H", "H", "H", "H", "H", "H", "H", "H", "C", "C", "O", "C", "C", "H", "H", "H", "H", "H", "H", "H", "H", "H", "H"],
  "positions_angstrom": [[5.670717, -1.101259, 2.527373], [5.087373, 0.294534, 2.360944], [5.235733, 0.773547, 0.920991], [3.648272, 0.431875, 2.880867], [2.685607, -0.675357, 2.441048], [0.446326, -0.259081, 2.665362], [-1.580506, 0.113966, 2.878015], [-0.094410, -1.870572, 1.131681], [-1.284976, -2.572676, 1.518413], [0.668288, 1.250640, 0.918815], [-0.557314, 1.950291, 0.603761], [-0.790785, 3.171383, 0.928112], [0.787713, 1.283163, 4.338344], [1.500743, 0.785686, 5.385339], [0.258446, 2.587626, 4.234874], [1.181042, 3.549542, 3.614470], [-0.235801, 3.091534, 5.515769], [5.320128, -1.613027, 3.415442], [6.753508, -1.014812, 2.620669], [5.504405, -1.710405, 1.645872], [5.706950, 0.969076, 2.956469], [4.736280, 0.097972, 0.237216], [6.291737, 0.827969, 0.672073], [4.834065, 1.778404, 0.848086], [3.271517, 1.378765, 2.497190], [3.700398, 0.524922, 3.961307], [2.956920, -1.607923, 2.932947], [2.835498, -0.815340, 1.366622], [0.372818, -1.562375, 4.008973], [-2.047833, 0.062372, 2.042386], [-0.304364, -1.344148, 0.203488], [0.747394, -2.546753, 1.019392], [-2.097875, -2.107080, 1.148964], [-1.380725, -2.580896, 2.528889], [0.927363, 0.659212, 0.035871], [1.427408, 2.009110, 1.087421], [-1.340657, 1.399972, 0.071828], [-1.729726, 3.429591, 0.642152], [1.548539, -0.173637, 5.276855], [0.596756, 4.321348, 3.118875], [1.791497, 3.089473, 2.854144], [1.778593, 4.036853, 4.384912], [0.558388, 3.123986, 6.264108], [-1.019366, 2.455921, 5.906586], [-0.606882, 4.100777, 5.372716], [6.617644, -4.173463, -2.447847], [6.750648, -2.667140, -2.297030], [7.115698, -2.248071, -0.999003], [8.350077, -2.722058, -0.506124], [9.551705, -2.314633, -1.343368], [5.893794, -4.564099, -1.732264], [6.280354, -4.419853, -3.455131], [7.564920, -4.688365, -2.279596], [5.785953, -2.197675, -2.486515], [7.447776, -2.264355, -3.042036], [8.321416, -3.810818, -0.376334], [8.441218, -2.292470, 0.491110], [9.512481, -2.734089, -2.349855], [10.471248, -2.665419, -0.873624], [9.599154, -1.229165, -1.436650], [-5.714017, -3.806478, -1.264747], [-5.785703, -2.332287, -0.902817], [-4.556025, -1.649545, -1.025438], [-3.976411, -1.630925, -2.316475], [-4.845863, -0.967251, -3.370717], [-4.964348, -4.311145, -0.654726], [-6.681302, -4.280642, -1.093862], [-5.449853, -3.959039, -2.312153], [-6.064836, -2.230520, 0.145690], [-6.565614, -1.827929, -1.486138], [-3.693337, -2.644392, -2.623756], [-3.048425, -1.070202, -2.209467], [-5.785355, -1.499663, -3.524890], [-4.321923, -0.936492, -4.326580], [-5.092290, 0.052865, -3.074146], [-6.283350, 3.792380, -2.805587], [-6.383252, 3.058560, -4.131464], [-7.342599, 2.017026, -4.145043], [-8.680110, 2.393882, -3.891352], [-9.246105, 3.389215, -4.890705], [-6.057395, 3.094465, -1.999139], [-5.490445, 4.538566, -2.850624], [-7.210436, 4.308209, -2.550807], [-5.432409, 2.572408, -4.348169], [-6.570077, 3.761983, -4.951391], [-8.785551, 2.772661, -2.868198], [-9.252498, 1.467665, -3.940743], [-8.713805, 4.340752, -4.867391], [-10.293969, 3.590189, -4.666043], [-9.175987, 2.993184, -5.904488]],
  "atomic_forces_ev_per_a": [[0.6, 0.2, -0.1], [0.0, 0.2, 0.1], [0.2, 0.0, 0.6], [0.2, -0.3, -0.5], [0.0, 0.5, 0.4], [-1.6, 0.2, 0.6], [1.1, -0.1, -0.3], [-1.1, 0.0, -0.1], [0.4, 0.1, 0.0], [-0.2, 0.2, -1.0], [0.1, 0.4, 0.3], [0.0, 0.3, 0.0], [-0.2, 0.5, 0.6], [0.4, -0.3, -0.6], [1.0, -0.7, 0.0], [-1.0, 0.4, -0.2], [-0.2, 0.0, -0.2], [-0.2, -0.1, 0.1], [0.2, -0.1, 0.0], [-0.3, -0.3, -0.1], [0.1, 0.2, 0.2], [-0.2, 0.0, -0.3], [0.2, -0.1, -0.3], [-0.2, 0.2, -0.3], [0.0, 0.3, 0.1], [-0.1, -0.1, 0.3], [0.1, -0.3, 0.0], [-0.1, -0.1, -0.3], [0.2, -0.4, 0.4], [-0.3, 0.2, -0.2], [0.3, 0.1, -0.2], [0.5, 0.3, 0.4], [-0.2, 0.1, 0.0], [0.1, -0.2, 0.1], [0.2, -0.2, -0.1], [0.3, 0.0, 0.1], [-0.1, -0.3, -0.1], [-0.1, 0.0, 0.0], [-0.1, -0.5, 0.2], [-0.1, 0.1, -0.2], [0.2, -0.2, 0.0], [0.4, -0.1, 0.1], [0.2, 0.0, 0.1], [-0.3, -0.1, 0.0], [-0.3, 0.2, 0.0], [0.1, 0.0, 0.1], [0.0, 0.0, -0.1], [-0.1, 0.1, 0.1], [0.1, -0.1, 0.1], [-0.1, 0.0, -0.1], [0.0, 0.0, 0.0], [0.0, 0.0, 0.0], [0.0, 0.0, -0.1], [0.0, 0.0, 0.0], [0.0, -0.1, 0.0], [0.0, 0.0, -0.1], [-0.1, 0.0, 0.0], [0.0, -0.1, 0.0], [0.0, 0.0, 0.0], [0.0, 0.0, 0.0], [0.1, 0.0, -0.1], [-0.1, 0.0, 0.0], [0.1, 0.1, 0.1], [0.1, 0.0, -0.1], [-0.1, 0.0, 0.1], [0.0, 0.0, 0.0], [0.0, 0.0, 0.0], [-0.1, 0.0, 0.0], [0.0, 0.0, 0.0], [0.0, 0.0, 0.0], [-0.1, 0.0, 0.0], [0.0, 0.0, 0.1], [0.0, 0.0, 0.0], [0.0, 0.0, 0.0], [0.0, 0.0, 0.0], [-0.1, 0.0, 0.0], [0.1, 0.1, 0.0], [0.0, -0.2, -0.1], [-0.1, 0.1, 0.1], [0.1, 0.0, 0.0], [0.0, 0.0, 0.0], [0.0, 0.0, 0.0], [0.0, 0.1, 0.0], [0.0, -0.1, 0.0], [0.0, 0.0, 0.0], [0.0, 0.1, 0.0], [0.0, -0.1, 0.0], [0.0, 0.0, 0.0], [0.0, 0.0, 0.0], [0.0, 0.0, 0.0]]
}

The following F_max values (in Eh/bohr) correspond, in order, to the records above: 0.0879, 0.0342.